{
  "formula": "C2H2CuMgO2",
  "method": "ωB97M-V/def2-TZVPD",
  "elements": ["H", "O", "C", "C", "O", "Cu", "Mg", "H"],
  "positions_angstrom": [[2.217, 1.835, 0.334], [0.462, -1.745, 0.340], [0.684, -0.546, 0.382], [-0.196, 0.484, -0.262], [-0.634, 0.363, -1.413], [-2.634, -0.212, -2.420], [2.727, 0.208, 0.880], [-0.711, 1.156, 0.461]],
  "forces_ev_per_a": [[0.893, -0.208, 0.179], [-1.396, 0.706, -0.536], [3.302, -1.258, 0.774], [-2.963, -1.302, -0.375], [-0.144, 0.178, 0.283], [1.114, 0.357, 0.506], [-1.429, 1.121, -0.416], [0.623, 0.406, -0.414]],
  "mulliken_charge": [-0.22, -0.47, 0.38, -0.03, -0.49, 0.88, 0.62, 0.33],
  "orbital_gap_ev": 4.86,
  "de_lowest_kj_mol": 354.1,
  "charge": 1
}